A cluster of 10 separate species, H20O10 in total, computed with the ωB97M-V functional and the def2-TZVPD basis.

The gap between HOMO and LUMO is 9.3 eV. Its SMILES is O.O.O.O.O.O.O.O.O.O. Its largest force on an atom is 2.4 eV/A. The value obtained for the HOMO energy is -0.3433 Eh. Its charge is 0.

Bonds (Å) are listed after each position.
Cartesian coordinates (Å):
1 O 0.000 0.467 -0.182  H2 0.964, H3 0.964
2 H -0.382 0.669 -1.043  O1 0.964
3 H -0.729 0.597 0.435  O1 0.964
4 O 2.327 1.629 -0.343  H5 0.964, H6 0.964
5 H 2.894 1.585 0.435  O4 0.964
6 H 2.026 2.545 -0.361  O4 0.964
7 O 1.727 -3.747 1.347  H8 0.964, H9 0.964
8 H 1.167 -4.050 0.624  O7 0.964
9 H 1.979 -2.853 1.091  O7 0.964
10 O 1.055 -2.102 -3.184  H11 0.964, H12 0.964
11 H 1.496 -2.950 -3.062  O10 0.964
12 H 0.724 -2.138 -4.088  O10 0.964
13 O 2.579 -0.490 -1.948  H14 0.964, H15 0.964
14 H 1.708 -0.078 -1.986  O13 0.964
15 H 3.187 0.227 -2.162  O13 0.964
16 O 0.118 -1.763 -0.401  H17 0.964, H18 0.964
17 H 0.619 -1.348 -1.113  O16 0.964
18 H 0.687 -2.481 -0.101  O16 0.964
19 O -0.821 1.606 4.348  H20 0.964, H21 0.964
20 H -1.459 2.195 3.931  O19 0.964
21 H -1.089 1.587 5.274  O19 0.964
22 O -2.304 0.464 -1.257  H23 0.964, H24 0.964
23 H -2.428 -0.140 -0.516  O22 0.964
24 H -2.093 1.307 -0.839  O22 0.964
25 O -2.608 4.364 -0.627  H26 0.964, H27 0.964
26 H -1.890 4.487 0.004  O25 0.964
27 H -3.404 4.548 -0.116  O25 0.964
28 O -2.028 -0.719 2.059  H29 0.964, H30 0.964
29 H -1.928 -1.384 2.749  O28 0.964
30 H -1.448 -0.002 2.340  O28 0.964

---

An isolated molecule of C3H6O2, computed with the ωB97M-V functional and the def2-TZVPD basis.

The gap between HOMO and LUMO is 8.8 eV. Its SMILES is O[C@@H]1C[C@@H]1O. Its largest force on an atom is 18.3 eV/A. The value obtained for the HOMO energy is -0.3105 Eh. Its charge is 0.

Bonds (Å) are listed after each position.
Cartesian coordinates (Å):
1 O 0.220 0.599 1.752  C2 1.348, H6 1.092
2 C -0.074 -0.376 0.868  O1 1.348, C3 1.541, C4 1.634, H7 1.113
3 C 0.976 -0.544 -0.247  C2 1.541, C4 1.587, H8 1.158, H9 1.104
4 C -0.463 -0.035 -0.682  C2 1.634, C3 1.587, O5 1.155, H10 1.246
5 O -0.797 1.069 -0.730  C4 1.155, H11 1.114
6 H -0.597 1.310 1.614  O1 1.092
7 H -0.370 -1.262 1.472  C2 1.113
8 H 1.262 -1.502 -0.831  C3 1.158
9 H 1.657 0.280 0.030  C3 1.104
10 H -1.059 -0.838 -1.427  C4 1.246
11 H -0.756 1.300 -1.819  O5 1.114

---

An isolated molecule of C23H28N2O5, computed with the ωB97M-V functional and the def2-TZVPD basis.

The gap between HOMO and LUMO is 10.0 eV. Its SMILES is CC(C)(C)N(Cc1ccccc1)C(=O)COC(=O)CN1C(=O)[C@H]2CC=CC[C@H]2C1=O. Its largest force on an atom is 0.7 eV/A. The value obtained for the HOMO energy is -0.3428 Eh. Its charge is 0.

Bonds (Å) are listed after each position.
Cartesian coordinates (Å):
1 C -4.851 -2.359 0.992  C2 1.530, H31 1.087, H32 1.087, H33 1.087
2 C -3.506 -2.156 0.290  C1 1.530, C3 1.533, C4 1.533, N5 1.488
3 C -2.510 -3.178 0.848  C2 1.533, H34 1.085, H35 1.088, H36 1.087
4 C -3.723 -2.374 -1.212  C2 1.533, H37 1.085, H38 1.088, H39 1.087
5 N -2.959 -0.792 0.523  C2 1.488, C6 1.448, C13 1.348
6 C -3.743 0.178 1.258  N5 1.448, C7 1.514, H40 1.091, H41 1.092
7 C -4.819 0.843 0.426  C6 1.514, C8 1.389, C12 1.390
8 C -4.647 1.070 -0.933  C7 1.389, C9 1.384, H42 1.080
9 C -5.639 1.691 -1.672  C8 1.384, C10 1.384, H43 1.080
10 C -6.812 2.098 -1.060  C9 1.384, C11 1.385, H44 1.080
11 C -6.989 1.881 0.295  C10 1.385, C12 1.383, H45 1.080
12 C -6.000 1.255 1.032  C7 1.390, C11 1.383, H46 1.081
13 C -1.782 -0.462 -0.047  N5 1.348, O14 1.215, C15 1.548
14 O -1.114 -1.199 -0.744  C13 1.215
15 C -1.234 0.959 0.228  C13 1.548, O16 1.416, H47 1.096, H48 1.090
16 O -0.035 1.098 -0.512  C15 1.416, C17 1.334
17 C 0.996 0.385 -0.056  O16 1.334, O18 1.200, C19 1.523
18 O 1.039 -0.159 1.013  C17 1.200
19 C 2.142 0.397 -1.058  C17 1.523, N20 1.440, H49 1.094, H50 1.092
20 N 3.383 0.159 -0.369  C19 1.440, C21 1.377, C29 1.377
21 C 4.123 -0.994 -0.511  N20 1.377, O22 1.201, C23 1.519
22 O 3.886 -1.862 -1.308  C21 1.201
23 C 5.279 -0.931 0.473  C21 1.519, C24 1.540, C28 1.531, H51 1.093
24 C 6.603 -1.027 -0.307  C23 1.540, C25 1.497, H52 1.094, H53 1.090
25 C 6.858 0.256 -1.035  C24 1.497, C26 1.324, H54 1.078
26 C 6.699 1.402 -0.390  C25 1.324, C27 1.497, H55 1.078
27 C 6.270 1.373 1.044  C26 1.497, C28 1.540, H56 1.094, H57 1.090
28 C 5.094 0.394 1.217  C23 1.531, C27 1.540, C29 1.518, H58 1.093
29 C 3.846 1.011 0.610  N20 1.377, C28 1.518, O30 1.202
30 O 3.342 2.067 0.884  C29 1.202
31 H -4.752 -2.342 2.074  C1 1.087
32 H -5.584 -1.620 0.680  C1 1.087
33 H -5.228 -3.341 0.715  C1 1.087
34 H -1.567 -3.122 0.315  C3 1.085
35 H -2.325 -2.985 1.903  C3 1.088
36 H -2.912 -4.182 0.741  C3 1.087
37 H -2.795 -2.232 -1.756  C4 1.085
38 H -4.471 -1.679 -1.590  C4 1.088
39 H -4.071 -3.388 -1.387  C4 1.087
40 H -4.202 -0.310 2.120  C6 1.091
41 H -3.084 0.949 1.659  C6 1.092
42 H -3.738 0.751 -1.422  C8 1.080
43 H -5.494 1.856 -2.729  C9 1.080
44 H -7.585 2.582 -1.638  C10 1.080
45 H -7.902 2.195 0.780  C11 1.080
46 H -6.144 1.083 2.090  C12 1.081
47 H -1.013 1.077 1.296  C15 1.096
48 H -1.900 1.745 -0.129  C15 1.090
49 H 1.991 -0.420 -1.771  C19 1.094
50 H 2.161 1.356 -1.581  C19 1.092
51 H 5.199 -1.793 1.141  C23 1.093
52 H 7.416 -1.214 0.401  C24 1.094
53 H 6.546 -1.870 -0.996  C24 1.090
54 H 7.158 0.212 -2.070  C25 1.078
55 H 6.861 2.358 -0.861  C26 1.078
56 H 7.103 1.037 1.669  C27 1.094
57 H 5.959 2.360 1.386  C27 1.090
58 H 4.910 0.244 2.284  C28 1.093

---

A cluster of 8 separate species, C24H48O24 in total, computed with the ωB97M-V functional and the def2-TZVPD basis.

The gap between HOMO and LUMO is 11.2 eV. Its SMILES is COC(=O)OC.COC(=O)OC.COC(=O)OC.COC(=O)OC.COC(=O)OC.COC(=O)OC.COC(=O)OC.COC(=O)OC. Its largest force on an atom is 3.2 eV/A. The value obtained for the HOMO energy is -0.3921 Eh. Its charge is 0.

Bonds (Å) are listed after each position.
Cartesian coordinates (Å):
1 C 2.228 0.015 2.652  O2 1.417, H7 1.092, H8 1.086, H9 1.092
2 O 1.509 -1.058 2.069  C1 1.417, C3 1.332
3 C 0.269 -1.243 2.519  O2 1.332, O4 1.197, O5 1.339
4 O -0.212 -0.827 3.533  C3 1.197
5 O -0.363 -1.977 1.594  C3 1.339, C6 1.421
6 C -1.769 -2.136 1.723  O5 1.421, H10 1.089, H11 1.091, H12 1.087
7 H 1.796 1.016 2.589  C1 1.092
8 H 3.193 0.119 2.163  C1 1.086
9 H 2.335 -0.184 3.720  C1 1.092
10 H -1.982 -3.131 2.112  C6 1.089
11 H -2.192 -2.059 0.719  C6 1.091
12 H -2.252 -1.358 2.308  C6 1.087
13 C -4.894 -1.380 3.787  O14 1.402, H19 1.090, H20 1.094, H21 1.096
14 O -5.289 -1.524 5.124  C13 1.402, C15 1.322
15 C -4.407 -1.931 6.020  O14 1.322, O16 1.207, O17 1.323
16 O -3.262 -2.226 5.776  C15 1.207
17 O -4.989 -2.005 7.205  C15 1.323, C18 1.426
18 C -4.264 -2.683 8.229  O17 1.426, H22 1.086, H23 1.089, H24 1.087
19 H -4.130 -0.671 3.471  C13 1.090
20 H -5.809 -1.076 3.269  C13 1.094
21 H -4.657 -2.373 3.389  C13 1.096
22 H -4.812 -2.547 9.157  C18 1.086
23 H -3.299 -2.188 8.328  C18 1.089
24 H -4.124 -3.748 8.061  C18 1.087
25 C 3.807 -3.794 -2.607  O26 1.421, H31 1.085, H32 1.085, H33 1.095
26 O 3.023 -4.970 -2.755  C25 1.421, C27 1.318
27 C 3.626 -6.038 -3.238  O26 1.318, O28 1.207, O29 1.314
28 O 4.777 -6.093 -3.599  C27 1.207
29 O 2.786 -7.047 -3.276  C27 1.314, C30 1.436
30 C 3.339 -8.351 -3.516  O29 1.436, H34 1.086, H35 1.083, H36 1.091
31 H 3.136 -2.941 -2.600  C25 1.085
32 H 4.536 -3.738 -3.409  C25 1.085
33 H 4.215 -3.803 -1.590  C25 1.095
34 H 4.088 -8.304 -4.302  C30 1.086
35 H 2.529 -9.042 -3.710  C30 1.083
36 H 3.830 -8.622 -2.581  C30 1.091
37 C -6.041 2.149 -0.673  O38 1.407, H43 1.087, H44 1.093, H45 1.091
38 O -6.784 1.392 0.251  C37 1.407, C39 1.310
39 C -7.225 1.914 1.369  O38 1.310, O40 1.210, O41 1.323
40 O -7.109 3.065 1.723  C39 1.210
41 O -7.858 0.978 2.057  C39 1.323, C42 1.411
42 C -8.724 1.359 3.104  O41 1.411, H46 1.092, H47 1.091, H48 1.085
43 H -5.816 1.556 -1.556  C37 1.087
44 H -5.072 2.450 -0.269  C37 1.093
45 H -6.596 3.035 -0.983  C37 1.091
46 H -9.348 2.203 2.804  C42 1.092
47 H -8.188 1.715 3.985  C42 1.091
48 H -9.377 0.544 3.398  C42 1.085
49 C -4.407 5.125 1.187  O50 1.418, H55 1.090, H56 1.089, H57 1.091
50 O -3.327 4.491 1.853  C49 1.418, C51 1.325
51 C -2.173 4.473 1.202  O50 1.325, O52 1.195, O53 1.332
52 O -1.980 4.699 0.044  C51 1.195
53 O -1.255 3.954 2.015  C51 1.332, C54 1.413
54 C 0.120 3.999 1.691  O53 1.413, H58 1.090, H59 1.085, H60 1.091
55 H -4.222 5.366 0.140  C49 1.090
56 H -4.710 6.024 1.722  C49 1.089
57 H -5.255 4.441 1.146  C49 1.091
58 H 0.274 3.822 0.627  C54 1.090
59 H 0.670 3.231 2.225  C54 1.085
60 H 0.562 4.969 1.924  C54 1.091
61 C -1.963 1.123 0.423  O62 1.428, H67 1.089, H68 1.083, H69 1.095
62 O -1.259 0.525 -0.666  C61 1.428, C63 1.325
63 C 0.065 0.538 -0.701  O62 1.325, O64 1.210, O65 1.301
64 O 0.752 1.147 0.088  C63 1.210
65 O 0.469 -0.293 -1.616  C63 1.301, C66 1.423
66 C 1.854 -0.601 -1.732  O65 1.423, H70 1.088, H71 1.087, H72 1.090
67 H -1.315 1.787 0.995  C61 1.089
68 H -2.625 0.555 1.064  C61 1.083
69 H -2.520 1.900 -0.111  C61 1.095
70 H 2.492 0.196 -1.356  C66 1.088
71 H 2.108 -0.821 -2.766  C66 1.087
72 H 2.020 -1.512 -1.158  C66 1.090
73 C 4.550 0.868 -4.416  O74 1.419, H79 1.088, H80 1.090, H81 1.091
74 O 4.296 0.238 -5.662  C73 1.419, C75 1.328
75 C 3.934 -1.039 -5.647  O74 1.328, O76 1.201, O77 1.325
76 O 3.545 -1.626 -4.675  C75 1.201
77 O 3.864 -1.486 -6.893  C75 1.325, C78 1.436
78 C 3.808 -2.914 -7.025  O77 1.436, H82 1.087, H83 1.090, H84 1.087
79 H 3.639 1.282 -3.990  C73 1.088
80 H 5.238 1.712 -4.477  C73 1.090
81 H 5.092 0.172 -3.774  C73 1.091
82 H 2.766 -3.137 -7.244  C78 1.087
83 H 4.082 -3.486 -6.138  C78 1.090
84 H 4.531 -3.234 -7.771  C78 1.087
85 C 8.199 4.209 -1.879  O86 1.424, H91 1.094, H92 1.084, H93 1.088
86 O 7.244 3.471 -1.123  C85 1.424, C87 1.314
87 C 6.034 3.302 -1.608  O86 1.314, O88 1.200, O89 1.332
88 O 5.694 3.501 -2.741  C87 1.200
89 O 5.237 2.959 -0.598  C87 1.332, C90 1.409
90 C 3.886 2.718 -0.918  O89 1.409, H94 1.096, H95 1.088, H96 1.089
91 H 8.568 3.519 -2.643  C85 1.094
92 H 9.030 4.492 -1.242  C85 1.084
93 H 7.739 5.068 -2.364  C85 1.088
94 H 3.724 1.703 -1.298  C90 1.096
95 H 3.483 3.423 -1.642  C90 1.088
96 H 3.268 2.706 -0.021  C90 1.089